Below is C6H13N in the gas phase at a distorted geometry, with properties calculated with ωB97M-V/def2-TZVPD.

## Properties
SMILES string = C=C(C)C[C@@H](C)N
F_max = 0.113 hartree/bohr
HOMO energy = -8.755 eV
relative energy (zero: lowest compared OMol25 entry of this formula, charge and spin) = 2.7273 eV
energy = -7920.10577 eV
M = 99.18 u
E_LUMO = 1.04 eV

CARTESIAN COORDINATES (ANGSTROEM)
C 0.809 -2.095 -1.257
C -0.239 -1.415 -0.735
C -1.017 -2.037 0.601
C -0.303 0.054 -0.857
C 0.239 0.993 0.322
C 1.046 2.259 -0.030
N -0.721 1.146 1.420
H 1.672 -1.656 -1.806
H 0.911 -3.195 -1.137
H -0.734 -3.008 0.850
H -0.984 -1.080 1.277
H -2.090 -2.098 0.369
H 0.331 0.580 -1.595
H -1.363 0.238 -1.132
H 1.035 0.479 0.706
H 0.289 3.036 -0.366
H 1.711 2.021 -0.936
H 1.530 2.850 0.874
H -0.448 1.830 2.123
H -1.676 1.097 1.310

These are the Mulliken partial charges, in e, on atoms 1 to 6: -0.8326, 0.6405, -1.1214, -0.9395, 0.4963, -1.4153

---

Below is a molecular structure, C6H13N at a distorted geometry, with properties calculated with ωB97M-V/def2-TZVPD.

## Properties
F_max = 0.114 hartree/bohr
HOMO energy = -8.099 eV
relative energy (zero: lowest compared OMol25 entry of this formula, charge and spin) = 3.8211 eV
energy = -7919.01201 eV
M = 99.18 u
E_LUMO = 0.64 eV

CARTESIAN COORDINATES (ANGSTROEM)
C -1.453 -1.193 1.387
C -0.032 -0.701 0.918
C -0.018 0.307 -0.181
C 0.037 1.612 0.322
N -0.233 2.087 1.654
C 0.958 0.130 -1.341
C 0.453 -0.995 -2.284
H -2.066 -0.300 1.581
H -1.399 -1.627 2.382
H -1.939 -1.709 0.563
H 0.492 -1.651 0.773
H 0.330 -0.283 1.860
H -0.033 2.385 -0.450
H -0.053 3.092 1.690
H 0.827 1.738 1.306
H 1.969 -0.101 -0.996
H 1.086 1.093 -1.844
H 1.293 -1.244 -2.934
H 0.292 -1.912 -1.707
H -0.511 -0.727 -2.700

These are the Mulliken partial charges, in e, on atoms 1 to 6: -1.2857, -0.5458, 0.3400, -0.6152, -0.6888, -0.5528

---

Below is C6H13N in the gas phase at a distorted geometry, with properties calculated with ωB97M-V/def2-TZVPD.

## Properties
SMILES string = C=C(C)CCCN
F_max = 0.041 hartree/bohr
HOMO energy = -8.681 eV
relative energy (zero: lowest compared OMol25 entry of this formula, charge and spin) = 1.2961 eV
energy = -7921.53703 eV
M = 99.18 u
E_LUMO = 1.06 eV

CARTESIAN COORDINATES (ANGSTROEM)
C -1.907 -0.078 1.364
C -0.976 -0.822 0.767
C 0.030 -1.590 1.579
C -0.720 -0.567 -0.712
C 0.725 -0.369 -1.166
C 1.321 0.961 -0.666
N 0.435 2.073 -1.008
H -2.652 0.397 0.737
H -1.878 0.202 2.405
H 1.013 -1.141 1.433
H -0.176 -1.550 2.642
H 0.119 -2.568 1.098
H -1.154 0.415 -0.912
H -1.407 -1.175 -1.295
H 1.317 -1.121 -0.634
H 0.810 -0.414 -2.245
H 2.280 1.037 -1.189
H 1.568 1.058 0.375
H 0.678 2.959 -0.578
H 0.572 2.291 -1.994

These are the Mulliken partial charges, in e, on atoms 1 to 6: -0.9671, 0.8302, -1.2876, -0.8538, -0.8232, -0.5624

---

Below is C6H13N in the gas phase at a distorted geometry, with properties calculated with ωB97M-V/def2-TZVPD.

## Properties
SMILES string = C/C=C/CCCN
F_max = 0.038 hartree/bohr
HOMO energy = -8.963 eV
relative energy (zero: lowest compared OMol25 entry of this formula, charge and spin) = 1.5002 eV
energy = -7921.33292 eV
M = 99.18 u
E_LUMO = 1.21 eV

CARTESIAN COORDINATES (ANGSTROEM)
C 2.967 -0.107 -1.145
C 1.619 -0.250 -0.478
C 1.290 0.492 0.577
C -0.055 0.530 1.243
C -1.234 0.961 0.252
C -2.317 -0.101 0.227
N -2.017 -1.385 -0.398
H 3.702 -0.109 -0.341
H 2.955 0.686 -1.892
H 3.231 -0.933 -1.827
H 1.047 -1.113 -0.828
H 2.180 0.918 1.042
H -0.327 -0.448 1.632
H -0.149 1.353 1.937
H -1.690 1.881 0.630
H -0.789 1.230 -0.704
H -3.237 0.352 -0.185
H -2.538 -0.361 1.268
H -2.812 -1.720 -0.919
H -1.288 -1.362 -1.107

These are the Mulliken partial charges, in e, on atoms 1 to 6: -1.1846, 0.0188, -0.4558, -0.5374, -0.6418, -0.6636

---

Below is C6H13N in the gas phase at a distorted geometry, with properties calculated with ωB97M-V/def2-TZVPD.

## Properties
SMILES string = C=CCCCNC
F_max = 0.073 hartree/bohr
HOMO energy = -8.972 eV
relative energy (zero: lowest compared OMol25 entry of this formula, charge and spin) = 2.8117 eV
energy = -7920.02143 eV
M = 99.18 u
E_LUMO = 1.08 eV

CARTESIAN COORDINATES (ANGSTROEM)
C 0.787 3.255 -0.873
C 1.186 1.961 -1.047
C 0.207 0.663 -0.906
C 0.727 -0.858 -0.938
C -0.128 -1.829 0.152
N -0.659 -0.915 1.201
C -1.754 -1.689 1.958
H 1.442 4.071 -0.631
H -0.290 3.469 -0.630
H 2.117 1.638 -1.339
H -0.427 0.762 -0.067
H -0.495 0.821 -1.752
H 0.841 -1.255 -1.928
H 1.762 -0.866 -0.542
H 0.664 -2.598 0.623
H -1.046 -2.282 -0.383
H 0.098 -0.701 1.817
H -2.505 -2.084 1.296
H -1.452 -2.629 2.446
H -2.240 -0.955 2.604

These are the Mulliken partial charges, in e, on atoms 1 to 6: -0.7655, -0.2195, -0.5400, -0.7962, -0.6208, -0.3278

---

Below is 2 unconnected molecules or ions with the total composition C6H13N2 at a distorted geometry, with properties calculated with ωB97M-V/def2-TZVPD.

## Properties
F_max = 0.104 hartree/bohr
total charge = +1
HOMO energy = -12.104 eV
relative energy (zero: lowest compared OMol25 entry of this formula, charge and spin) = 4.6692 eV
energy = -9402.19844 eV
M = 113.18 u
E_LUMO = -4.10 eV

CARTESIAN COORDINATES (ANGSTROEM)
C -0.513 0.404 -0.085
C 1.634 -0.248 0.177
C -1.344 -0.587 0.168
C -0.435 1.640 -0.671
C 2.366 -0.019 -1.049
C -2.796 -0.135 0.223
N -1.084 -1.782 0.755
N 2.244 -0.296 1.351
H -1.018 1.875 -1.714
H 0.605 1.970 -0.726
H -0.880 2.320 -0.047
H 3.376 0.428 -0.975
H 1.772 0.588 -1.882
H 2.550 -1.069 -1.642
H -3.032 0.047 1.203
H -3.433 -0.931 -0.179
H -2.850 0.722 -0.372
H -1.973 -2.311 0.973
H -0.160 -2.082 0.848
H 1.755 -0.181 2.159
H 3.219 -0.353 1.484

These are the Mulliken partial charges, in e, on atoms 1 to 6: 0.3027, 0.1491, 1.1485, -1.5777, -1.1686, -1.4962